A cluster of 10 separate species, C3H26N2O11 in total in a non-equilibrium geometry. Source: the Open Molecules 2025 dataset; level of theory: ωB97M-V with the def2-TZVPD basis set.

```
! RIJCOSX wB97M-V def2-TZVPD def2/J DEFGRID3
* xyz 0 1
N -0.740 -0.036 2.303
C -1.084 0.216 1.011
O -1.862 -0.516 0.404
C -0.608 1.544 0.477
N 0.135 1.355 -0.799
C 1.306 0.509 -0.825
O 0.918 -0.843 -0.589
H -0.895 -0.937 2.733
H 0.053 0.516 2.602
H 0.145 2.042 1.114
H -1.446 2.211 0.283
H -0.505 1.025 -1.512
H 1.910 0.787 0.015
H 1.828 0.521 -1.789
H 0.342 -1.287 -1.216
O -1.999 -1.074 -2.672
H -2.899 -0.764 -2.819
H -1.807 -0.707 -1.800
O -2.108 2.506 -2.327
H -1.431 3.128 -2.620
H -2.267 2.521 -1.387
O 2.239 0.625 2.299
H 1.838 -0.272 2.195
H 3.000 0.446 2.858
O 0.248 4.585 -1.717
H 0.978 4.718 -2.329
H 0.503 3.782 -1.234
O -0.309 -2.992 -3.866
H -0.917 -2.287 -3.594
H -0.844 -3.789 -3.802
O 3.450 2.240 0.142
H 2.941 1.728 0.780
H 3.877 2.886 0.715
O 1.613 -1.984 1.773
H 1.242 -1.754 0.905
H 0.846 -2.291 2.314
O -1.926 -3.033 1.104
H -2.802 -3.406 1.189
H -1.863 -2.202 0.589
O -0.421 -2.969 3.298
H -0.842 -3.016 2.407
H 0.161 -3.733 3.390
*
```

Computed properties:
E_HOMO: -0.3615 hartree
energy: -1067.083796 Ha
energy relative to the best compared isomer or geometry (same formula, charge and spin): 3.8 kcal/mol
SMILES: NC(=O)CNCO.O.O.O.O.O.O.O.O.O
orbital gap: 10.16 eV